[1]
Density functional theory data (ωB97M-V with the def2-TZVPD basis set) for a molecular structure, C56H118In2N6O8 in a non-equilibrium geometry.

Output
total charge	+4
calculated total energy	-95592.72327	eV
ΔE to the lowest compared entry with this formula, charge and spin	470.9	kJ/mol
LUMO energy	-12.358	eV
M	1233.23	g mol⁻¹
HOMO level	-13.17	eV
orbital gap	0.81	eV

Each line ends with the Löwdin charge.
Positions of all 190 atoms, in Å:
In1 1.444 -2.235 -7.484  0.99
In2 -5.457 -5.449 -4.645  1.00
O1 2.157 -0.809 -2.252  -0.03
C1 1.276 -0.820 -1.114  -0.20
C2 0.003 -1.742 -1.152  -0.24
O2 -0.737 -1.895 -2.317  -0.03
H1 0.998 0.155 -0.715  0.13
H2 1.889 -1.161 -0.280  0.12
H3 -0.696 -1.347 -0.415  0.13
H4 0.147 -2.782 -0.860  0.14
C3 4.152 -1.168 7.180  -0.05
C4 4.261 -0.754 8.659  -0.44
C5 4.531 -2.118 9.272  -0.14
C6 5.181 -2.084 10.681  -0.16
C7 6.420 -1.199 10.666  -0.13
C8 6.216 0.227 10.085  -0.45
N1 5.440 0.145 8.791  0.00
O3 5.451 1.319 8.010  0.09
C9 5.548 1.167 11.117  0.01
C10 7.575 0.812 9.749  -0.04
C11 2.859 -0.107 9.149  0.03
H5 3.337 -1.827 6.881  0.10
H6 4.923 -1.814 6.760  0.09
H7 4.106 -0.248 6.598  0.07
H8 3.581 -2.652 9.322  0.13
H9 5.231 -2.702 8.674  0.12
H10 5.451 -3.091 10.999  0.12
H11 4.457 -1.744 11.422  0.11
H12 7.198 -1.764 10.153  0.12
H13 6.844 -1.221 11.670  0.13
H14 5.643 0.978 12.186  0.10
H15 5.921 2.190 11.054  0.09
H16 4.470 1.148 10.959  0.06
H17 7.745 1.877 9.596  0.09
H18 8.374 0.468 10.406  0.10
H19 7.784 0.231 8.851  0.09
H20 2.094 -0.876 9.043  0.09
H21 2.556 0.684 8.462  0.08
H22 2.919 0.151 10.207  0.07
H23 5.462 0.893 7.150  0.10
C12 11.210 1.280 0.091  0.01
C13 9.757 1.227 0.652  -0.45
C14 9.846 1.518 2.192  -0.10
C15 10.327 2.992 2.592  -0.14
C16 9.306 3.941 1.950  -0.15
C17 8.899 3.712 0.493  -0.40
N2 8.831 2.276 0.109  -0.05
O4 8.466 2.017 -1.196  0.04
C18 7.430 4.413 0.360  -0.01
C19 9.882 4.378 -0.590  0.01
C20 9.127 -0.213 0.481  -0.01
H24 11.066 1.223 -0.988  0.09
H25 11.752 0.436 0.518  0.10
H26 11.705 2.247 0.181  0.08
H27 9.082 1.137 2.870  0.12
H28 10.703 0.879 2.401  0.10
H29 11.349 3.325 2.408  0.11
H30 10.390 3.248 3.649  0.11
H31 9.807 4.907 1.998  0.13
H32 8.360 4.013 2.486  0.11
H33 6.631 4.041 1.000  0.08
H34 7.566 5.483 0.511  0.09
H35 7.049 4.295 -0.655  0.07
H36 10.848 4.302 -0.090  0.08
H37 9.902 4.059 -1.632  0.09
H38 9.583 5.392 -0.854  0.09
H39 9.472 -1.022 1.125  0.09
H40 9.329 -0.559 -0.533  0.08
H41 8.062 -0.084 0.676  0.08
H42 7.658 1.518 -1.056  0.12
C21 -9.012 2.184 -6.366  -0.04
C22 -9.264 1.857 -4.882  -0.44
C23 -9.835 3.121 -4.144  -0.15
C24 -11.217 3.691 -4.418  -0.16
C25 -12.158 2.495 -4.283  -0.15
C26 -11.803 1.137 -4.914  -0.52
N3 -10.367 0.835 -4.728  -0.07
O5 -9.985 -0.447 -5.269  0.00
C27 -12.650 0.163 -4.128  -0.05
C28 -12.170 1.094 -6.384  0.00
C29 -7.899 1.304 -4.293  -0.02
H43 -9.026 1.320 -7.031  0.07
H44 -7.985 2.489 -6.567  0.09
H45 -9.758 2.857 -6.788  0.09
H46 -9.817 2.917 -3.073  0.12
H47 -9.166 3.981 -4.176  0.12
H48 -11.252 4.177 -5.393  0.11
H49 -11.444 4.437 -3.656  0.12
H50 -13.154 2.825 -4.577  0.12
H51 -12.334 2.369 -3.214  0.11
H52 -13.649 0.512 -3.868  0.09
H53 -12.809 -0.880 -4.402  0.09
H54 -12.272 0.311 -3.116  0.09
H55 -12.603 0.096 -6.452  0.09
H56 -12.996 1.772 -6.602  0.10
H57 -11.233 1.278 -6.909  0.06
H58 -7.364 2.218 -4.035  0.08
H59 -7.293 0.794 -5.042  0.07
H60 -8.091 0.769 -3.363  0.08
H61 -10.027 -0.268 -6.211  0.07
C30 8.391 -6.656 -8.744  -0.06
C31 7.622 -5.420 -8.776  -0.52
C32 8.663 -4.309 -8.864  -0.13
C33 9.373 -4.187 -10.233  -0.18
C34 8.438 -4.061 -11.373  -0.15
C35 7.218 -5.012 -11.361  -0.52
N4 6.751 -5.214 -9.975  -0.06
O6 5.505 -5.901 -10.055  -0.02
C36 6.168 -4.237 -12.109  -0.06
C37 7.477 -6.321 -12.093  -0.02
C38 6.798 -5.206 -7.470  -0.02
H62 7.779 -7.553 -8.843  0.09
H63 9.183 -6.802 -9.478  0.08
H64 9.012 -6.795 -7.860  0.10
H65 8.152 -3.354 -8.741  0.11
H66 9.463 -4.341 -8.124  0.13
H67 9.997 -3.294 -10.205  0.12
H68 9.935 -5.085 -10.489  0.11
H69 9.011 -4.237 -12.283  0.13
H70 8.084 -3.034 -11.466  0.12
H71 6.537 -3.908 -13.080  0.10
H72 5.863 -3.369 -11.525  0.09
H73 5.375 -4.904 -12.446  0.08
H74 6.563 -6.871 -12.316  0.08
H75 8.110 -6.967 -11.485  0.08
H76 7.896 -6.201 -13.092  0.10
H77 7.315 -5.512 -6.561  0.08
H78 6.536 -4.148 -7.507  0.07
H79 5.899 -5.803 -7.320  0.07
H80 5.669 -6.839 -10.177  0.09
C39 -4.770 -7.223 1.945  -0.03
C40 -5.993 -6.625 2.787  -0.48
C41 -5.488 -5.331 3.414  -0.11
C42 -6.691 -4.468 4.071  -0.19
C43 -7.789 -4.264 3.164  -0.18
C44 -8.278 -5.629 2.465  -0.40
N5 -7.121 -6.397 1.880  -0.13
O7 -7.364 -7.361 0.945  0.03
C45 -9.273 -6.337 3.411  -0.03
C46 -9.178 -5.001 1.324  -0.06
C47 -6.243 -7.530 4.043  -0.02
H81 -3.848 -7.119 2.517  0.08
H82 -4.710 -6.580 1.067  0.07
H83 -4.699 -8.179 1.427  0.07
H84 -4.672 -5.524 4.110  0.12
H85 -5.111 -4.643 2.657  0.11
H86 -6.353 -3.552 4.555  0.12
H87 -7.083 -5.049 4.905  0.10
H88 -7.343 -3.561 2.460  0.11
H89 -8.680 -3.766 3.548  0.13
H90 -9.093 -6.092 4.458  0.08
H91 -10.303 -6.042 3.211  0.08
H92 -9.251 -7.425 3.358  0.08
H93 -9.894 -4.275 1.709  0.08
H94 -8.635 -4.298 0.693  0.07
H95 -9.723 -5.690 0.678  0.08
H96 -6.591 -8.511 3.722  0.08
H97 -7.096 -7.219 4.647  0.06
H98 -5.351 -7.633 4.660  0.09
H99 -7.359 -8.101 1.557  0.10
C48 -7.173 7.824 3.620  -0.01
C49 -5.594 7.838 3.669  -0.42
C50 -5.160 6.306 3.669  -0.12
C51 -3.763 6.083 3.138  -0.21
C52 -3.472 6.760 1.777  -0.10
C53 -3.764 8.347 1.794  -0.47
N6 -5.110 8.577 2.451  0.01
O8 -5.723 9.895 2.196  0.05
C54 -2.570 9.122 2.275  -0.03
C55 -3.902 8.668 0.340  -0.07
C56 -5.077 8.614 4.905  -0.01
H100 -7.525 7.215 4.452  0.09
H101 -7.538 7.281 2.748  0.08
H102 -7.525 8.853 3.547  0.08
H103 -5.231 5.780 4.621  0.13
H104 -5.751 5.730 2.956  0.11
H105 -3.420 5.053 3.045  0.11
H106 -3.069 6.274 3.957  0.11
H107 -3.955 6.248 0.944  0.11
H108 -2.433 6.570 1.505  0.12
H109 -2.750 10.194 2.354  0.10
H110 -2.254 8.691 3.225  0.08
H111 -1.636 9.007 1.724  0.10
H112 -4.729 8.122 -0.112  0.09
H113 -4.042 9.714 0.067  0.09
H114 -3.009 8.468 -0.252  0.10
H115 -5.310 9.672 4.784  0.08
H116 -4.019 8.798 5.093  0.08
H117 -5.528 8.311 5.850  0.10
H118 -5.280 10.319 2.934  0.09

[2]
Density functional theory data (ωB97M-V with the def2-TZVPD basis set) for 11 unconnected molecules or ions with the total composition C56H139N23O6P6 in a non-equilibrium geometry.

Output
calculated total energy	-162620.87919	eV
structure (SMILES)	CN(C)P(=O)(N(C)C)N(C)C.CN(C)P(=O)(N(C)C)N(C)C.CN(C)P(=O)(N(C)C)N(C)C.CN(C)P(=O)(N(C)C)N(C)C.CN(C)P(=O)(N(C)C)N(C)C.CN(C)P(=O)(N(C)C)N(C)C.c1cc[nH]c1.c1cc[nH]c1.CCCC#N.CCCC#N.CCCC#N
LUMO energy	0.007	eV
M	1416.73	g mol⁻¹
HOMO level	-8.19	eV
orbital gap	8.20	eV

Each line ends with the Löwdin charge.
Positions of all 230 atoms, in Å:
C1 0.908 3.424 6.584  -0.11
N1 0.099 3.960 5.475  -0.29
C2 -1.093 3.142 5.217  -0.12
P1 -0.052 5.667 5.326  0.51
O1 -0.532 6.318 6.530  -0.27
N2 1.439 6.129 4.756  -0.30
C3 1.506 7.539 4.482  -0.14
C4 2.288 5.308 3.858  -0.12
N3 -1.173 5.848 4.099  -0.31
C5 -0.849 5.490 2.785  -0.14
C6 -2.479 6.390 4.455  -0.11
H1 0.205 2.725 7.139  0.09
H2 1.260 4.136 7.312  0.07
H3 1.704 2.769 6.168  0.07
H4 -1.365 3.190 4.235  0.01
H5 -2.019 3.457 5.784  0.11
H6 -0.968 2.087 5.537  0.08
H7 0.852 8.180 5.030  0.06
H8 2.535 7.976 4.752  0.11
H9 1.352 7.661 3.371  0.09
H10 1.974 5.348 2.703  0.11
H11 3.390 5.601 3.828  0.10
H12 2.142 4.246 4.199  0.05
H13 -1.698 4.802 2.441  0.10
H14 -0.635 6.257 2.067  0.08
H15 0.002 4.873 2.745  0.02
H16 -3.251 5.682 4.005  0.09
H17 -2.787 7.405 4.087  0.08
H18 -2.556 6.431 5.569  0.08
C7 -2.254 5.238 -0.877  -0.13
N4 -2.708 5.571 -2.227  -0.33
C8 -3.864 6.472 -2.222  -0.12
P2 -2.770 4.442 -3.453  0.56
O2 -3.353 5.034 -4.720  -0.31
N5 -1.152 3.935 -3.644  -0.30
C9 -0.980 2.810 -4.479  -0.17
C10 -0.087 4.922 -3.760  -0.11
N6 -3.723 3.174 -2.875  -0.26
C11 -4.960 2.922 -3.716  -0.10
C12 -3.412 2.050 -1.965  -0.10
H19 -2.146 6.192 -0.233  0.10
H20 -1.324 4.594 -0.863  0.08
H21 -3.050 4.719 -0.325  0.07
H22 -4.810 6.040 -2.037  0.06
H23 -3.870 6.993 -3.234  0.10
H24 -3.552 7.276 -1.490  0.10
H25 -0.150 2.075 -4.222  0.09
H26 -1.887 2.235 -4.466  0.05
H27 -0.760 3.109 -5.502  0.08
H28 -0.180 5.817 -3.166  0.07
H29 0.895 4.463 -3.453  0.09
H30 0.028 5.279 -4.800  0.09
H31 -5.736 2.450 -3.085  0.09
H32 -5.452 3.789 -4.160  0.07
H33 -4.803 2.279 -4.574  0.04
H34 -2.477 2.260 -1.496  0.04
H35 -3.424 1.058 -2.420  0.07
H36 -4.115 2.063 -1.102  0.09
C13 1.072 -2.274 6.021  -0.11
N7 1.016 -3.234 4.942  -0.31
C14 2.276 -3.488 4.179  -0.08
P3 -0.339 -4.168 4.696  0.55
O3 -1.549 -3.318 4.900  -0.30
N8 -0.311 -4.658 3.116  -0.30
C15 0.434 -5.742 2.504  -0.14
C16 -0.794 -3.768 2.038  -0.09
N9 -0.273 -5.672 5.536  -0.31
C17 -1.405 -6.505 5.294  -0.14
C18 0.113 -5.594 6.954  -0.11
H37 1.897 -2.549 6.648  0.06
H38 0.176 -2.215 6.593  0.07
H39 1.421 -1.337 5.543  0.09
H40 3.079 -3.386 4.930  0.09
H41 2.347 -2.683 3.360  0.07
H42 2.438 -4.529 3.760  0.10
H43 1.127 -6.315 3.129  0.08
H44 -0.309 -6.436 2.102  0.08
H45 1.035 -5.420 1.640  0.08
H46 -0.113 -2.972 1.787  0.06
H47 -0.784 -4.442 1.193  0.07
H48 -1.818 -3.379 2.205  0.09
H49 -1.081 -7.568 5.455  0.10
H50 -2.168 -6.254 6.024  0.08
H51 -1.817 -6.404 4.318  0.06
H52 0.404 -6.551 7.313  0.06
H53 -0.704 -5.200 7.642  0.11
H54 0.995 -4.932 7.044  0.07
C19 6.281 -3.080 -4.338  -0.09
N10 5.022 -2.359 -4.636  -0.28
C20 4.498 -2.951 -5.845  -0.14
P4 5.188 -0.780 -4.591  0.45
O4 5.911 -0.357 -3.399  -0.27
N11 5.888 -0.081 -5.965  -0.26
C21 6.990 0.937 -5.849  -0.09
C22 5.120 0.170 -7.198  -0.14
N12 3.621 -0.214 -4.699  -0.30
C23 2.576 -0.666 -3.855  -0.13
C24 3.433 1.207 -4.957  -0.11
H55 6.839 -2.670 -3.488  0.09
H56 6.917 -3.027 -5.244  0.09
H57 6.053 -4.129 -4.236  0.06
H58 5.159 -2.782 -6.655  0.06
H59 3.528 -2.425 -6.140  0.09
H60 4.184 -4.040 -5.832  0.10
H61 7.444 0.732 -4.880  0.07
H62 7.604 0.814 -6.703  0.06
H63 6.652 2.017 -5.839  0.09
H64 5.590 -0.078 -8.095  0.05
H65 4.197 -0.457 -7.228  0.07
H66 4.635 1.200 -7.274  0.09
H67 2.432 -0.095 -2.912  0.07
H68 1.663 -0.613 -4.486  0.08
H69 2.619 -1.735 -3.557  0.06
H70 2.908 1.369 -5.934  0.10
H71 4.402 1.705 -4.769  0.09
H72 2.796 1.638 -4.170  0.06
C25 -3.910 -4.842 -5.047  -0.11
N13 -3.550 -3.453 -5.001  -0.31
C26 -3.802 -2.903 -3.689  -0.11
P5 -3.160 -2.636 -6.343  0.43
O5 -3.167 -3.509 -7.539  -0.28
N14 -4.197 -1.382 -6.428  -0.31
C27 -5.456 -1.755 -7.014  -0.10
C28 -4.263 -0.169 -5.631  -0.11
N15 -1.731 -1.907 -6.018  -0.28
C29 -0.742 -2.565 -5.111  -0.09
C30 -1.144 -0.821 -6.809  -0.10
H73 -3.385 -5.444 -4.339  0.07
H74 -3.765 -5.245 -6.008  0.05
H75 -5.041 -4.949 -4.950  0.11
H76 -3.455 -3.596 -2.891  0.10
H77 -4.824 -2.674 -3.486  0.07
H78 -3.299 -1.955 -3.631  0.06
H79 -6.172 -1.766 -6.196  0.08
H80 -5.758 -0.920 -7.619  0.08
H81 -5.381 -2.706 -7.523  0.08
H82 -4.838 0.535 -6.199  0.07
H83 -4.831 -0.278 -4.648  0.10
H84 -3.278 0.253 -5.440  0.06
H85 -0.016 -3.200 -5.673  0.09
H86 -0.107 -1.804 -4.675  0.04
H87 -1.209 -3.172 -4.248  0.09
H88 -0.833 0.066 -6.258  0.07
H89 -1.844 -0.533 -7.613  0.09
H90 -0.387 -1.233 -7.442  0.07
C31 -1.753 0.541 3.301  -0.15
N16 -1.623 1.461 2.237  -0.27
C32 -2.926 2.143 1.979  -0.07
P6 -0.330 1.500 1.148  0.52
O6 -0.222 2.909 0.676  -0.31
N17 1.053 1.067 1.958  -0.28
C33 1.865 -0.121 1.725  -0.07
C34 1.474 1.945 3.006  -0.12
N18 -0.520 0.462 -0.092  -0.29
C35 -1.224 -0.761 0.005  -0.12
C36 -0.023 0.829 -1.487  -0.06
H91 -0.805 0.411 3.836  0.07
H92 -1.981 -0.483 2.970  0.07
H93 -2.504 0.828 4.027  0.07
H94 -3.784 1.489 1.814  0.07
H95 -2.744 2.748 1.082  0.05
H96 -3.134 2.759 2.891  0.08
H97 1.992 -0.709 2.638  0.06
H98 1.223 -0.621 1.001  0.05
H99 2.898 0.082 1.389  0.06
H100 1.498 1.351 3.887  0.07
H101 2.476 2.411 2.763  0.10
H102 0.850 2.808 2.994  0.04
H103 -2.011 -0.758 -0.761  0.09
H104 -0.501 -1.584 -0.071  0.07
H105 -1.736 -0.827 0.936  0.05
H106 -0.678 0.453 -2.253  0.06
H107 0.935 0.334 -1.642  0.04
H108 0.094 1.919 -1.593  0.07
C37 -6.174 2.275 3.591  -0.10
C38 -5.520 2.433 4.852  -0.10
C39 -5.102 1.185 5.258  -0.11
N19 -5.474 0.273 4.261  0.03
C40 -6.160 0.927 3.291  -0.16
H109 -6.442 3.022 2.922  0.07
H110 -5.298 3.271 5.392  0.06
H111 -4.625 0.805 6.113  0.08
H112 -5.416 -0.682 4.499  0.10
H113 -6.581 0.465 2.401  0.11
C41 -5.596 -2.071 7.754  -0.11
C42 -6.271 -2.837 6.719  -0.13
C43 -5.375 -3.109 5.781  -0.19
N20 -4.153 -2.559 6.144  0.01
C44 -4.317 -1.889 7.348  -0.17
H114 -6.076 -1.662 8.679  0.10
H115 -7.311 -3.152 6.727  0.09
H116 -5.537 -3.690 4.889  0.11
H117 -3.214 -2.730 5.673  0.11
H118 -3.588 -1.213 7.771  0.10
C45 5.995 -2.952 3.304  -0.08
C46 4.811 -2.435 2.444  -0.27
C47 5.079 -2.505 0.950  -0.22
C48 5.301 -3.900 0.529  -0.24
N21 5.613 -4.952 0.203  0.14
H119 5.755 -3.000 4.374  0.07
H120 6.792 -2.222 3.287  0.07
H121 6.310 -3.932 2.969  0.06
H122 4.672 -1.364 2.666  0.09
H123 3.868 -2.910 2.627  0.04
H124 5.994 -1.938 0.774  0.10
H125 4.210 -2.185 0.366  0.07
C49 4.026 -5.966 -2.957  -0.09
C50 2.521 -5.874 -2.477  -0.21
C51 1.740 -4.600 -2.894  -0.18
C52 1.909 -3.623 -1.820  -0.24
N22 2.193 -2.873 -1.008  0.19
H126 4.526 -5.013 -3.043  0.04
H127 4.115 -6.448 -3.958  0.08
H128 4.544 -6.616 -2.303  0.05
H129 2.547 -5.928 -1.321  0.13
H130 1.958 -6.744 -2.872  0.11
H131 0.706 -4.823 -3.101  0.10
H132 2.152 -4.087 -3.795  0.11
C53 2.991 3.455 -0.164  -0.10
C54 3.239 2.261 -1.099  -0.25
C55 4.753 1.846 -1.237  -0.15
C56 5.113 1.044 -0.125  -0.18
N23 5.284 0.361 0.816  0.18
H133 1.899 3.696 -0.052  0.07
H134 3.608 4.295 -0.617  0.09
H135 3.402 3.198 0.796  0.05
H136 2.818 2.592 -2.065  0.09
H137 2.563 1.443 -0.826  0.07
H138 5.318 2.796 -1.293  0.13
H139 4.952 1.258 -2.096  0.06